Record 1
Molecular formula: C4H8ClNS
Method: DFT, the ωB97M-V functional and the def2-TZVPD basis

Calculated values
ΔE to the lowest compared entry with this formula, charge and spin (kcal per mole): 56.4

Geometry (Å):
C (2.71, -0.72, -0.16)
C (-0.94, -0.76, 0.60)
C (-1.64, 1.56, -0.14)
C (-0.69, 0.38, -0.30)
N (2.37, -1.85, -0.23)
S (1.00, 1.08, -0.32)
Cl (4.12, 0.15, -0.01)
H (-0.27, -1.51, 0.19)
H (-0.88, -0.47, 1.64)
H (-2.05, -0.93, 0.45)
H (-1.88, 1.70, 0.89)
H (-2.58, 1.36, -0.77)
H (-1.31, 2.51, -0.44)
H (-0.90, 0.10, -1.35)
H (2.95, -2.61, -0.05)


Record 2
Molecular formula: ClFH2NOP
Method: DFT, the ωB97M-V functional and the def2-TZVPD basis

Calculated values
ΔE to the lowest compared entry with this formula, charge and spin (kcal per mole): 38.6

Geometry (Å):
N (0.08, 0.13, -1.43)
O (-1.06, -1.63, 0.51)
F (1.53, -0.11, 1.13)
P (-0.92, -0.88, -0.71)
Cl (-2.27, -1.62, -2.05)
H (0.84, 0.27, -0.74)
H (0.92, -0.17, 1.85)


Record 3
Molecular formula: C23H14Cl7N4OS2Sn
Method: DFT, the ωB97M-V functional and the def2-TZVPD basis

Calculated values
Total charge: +1
ΔE to the lowest compared entry with this formula, charge and spin (kcal per mole): 0.8

Geometry (Å):
Sn (-0.14, 0.16, -0.61)
Cl (-7.10, 2.73, -1.00)
C (-5.60, 1.90, -1.08)
C (-4.43, 2.54, -0.71)
Cl (-4.47, 4.17, -0.17)
C (-3.21, 1.86, -0.77)
Cl (-1.76, 2.68, -0.31)
C (-3.14, 0.54, -1.20)
O (-2.00, -0.16, -1.28)
C (-4.33, -0.09, -1.57)
Cl (-4.25, -1.73, -2.10)
C (-5.55, 0.58, -1.52)
Cl (-6.99, -0.23, -1.98)
Cl (3.01, -0.07, -0.48)
C (3.03, 1.65, -0.78)
C (3.99, 2.41, -0.15)
C (4.00, 3.78, -0.34)
C (3.05, 4.38, -1.15)
C (2.08, 3.60, -1.77)
Cl (0.91, 4.39, -2.77)
C (2.05, 2.22, -1.60)
S (0.85, 1.24, -2.48)
H (4.73, 1.93, 0.48)
H (4.76, 4.39, 0.13)
H (3.05, 5.45, -1.31)
N (-0.60, 0.61, 6.80)
C (-0.51, 0.55, 5.66)
C (-0.39, 0.47, 4.22)
C (0.79, 0.90, 3.61)
C (0.91, 0.82, 2.23)
C (-0.15, 0.32, 1.48)
C (-1.33, -0.09, 2.09)
C (-1.45, -0.02, 3.47)
H (1.60, 1.28, 4.21)
H (1.83, 1.15, 1.76)
H (-2.16, -0.48, 1.51)
H (-2.35, -0.35, 3.96)
C (3.64, -4.73, -0.35)
C (2.28, -4.63, 0.35)
C (1.34, -3.75, -0.40)
N (1.05, -2.55, -0.06)
N (0.20, -1.95, -0.96)
C (-0.16, -2.71, -1.98)
N (-0.97, -2.30, -2.96)
S (0.56, -4.27, -1.88)
H (4.31, -5.37, 0.22)
H (4.10, -3.74, -0.44)
H (3.55, -5.15, -1.35)
H (2.39, -4.21, 1.34)
H (1.84, -5.63, 0.46)
H (-1.61, -1.54, -2.76)
H (-1.25, -2.96, -3.68)


Record 4
Molecular formula: C46H35AgN3O2S3
Method: DFT, the ωB97M-V functional and the def2-TZVPD basis

Calculated values
Total charge: +1

Geometry (Å):
Ag (-0.11, -0.81, -2.88)
N (-2.31, 2.57, -4.64)
C (-2.95, 3.30, -3.58)
C (-3.16, 4.66, -3.70)
C (-3.75, 5.36, -2.64)
C (-4.15, 4.71, -1.49)
C (-3.93, 3.36, -1.36)
C (-3.30, 2.65, -2.39)
S (-3.10, 0.89, -2.28)
N (-1.80, 0.69, -3.34)
C (-1.57, 1.45, -4.33)
C (-0.36, 1.22, -5.22)
C (-0.12, 1.92, -6.41)
C (1.10, 1.76, -7.04)
C (2.06, 0.89, -6.50)
C (1.75, 0.22, -5.33)
N (0.55, 0.36, -4.74)
H (-1.83, 3.20, -5.29)
H (-2.90, 5.23, -4.58)
H (-3.96, 6.42, -2.71)
H (-4.68, 5.27, -0.75)
H (-4.23, 2.78, -0.47)
H (-0.88, 2.53, -6.90)
H (1.27, 2.27, -7.99)
H (3.00, 0.77, -6.97)
H (2.41, -0.46, -4.81)
C (4.96, 5.46, 1.65)
C (4.20, 4.25, 1.18)
C (3.39, 4.35, 0.03)
C (2.61, 3.31, -0.40)
C (2.64, 2.10, 0.32)
C (3.46, 1.94, 1.41)
C (4.20, 3.05, 1.87)
S (1.72, 0.69, -0.26)
O (2.55, -0.46, 0.13)
C (0.31, 0.82, 0.85)
C (-0.54, 1.90, 0.61)
C (-1.72, 2.05, 1.24)
C (-2.14, 1.01, 2.10)
C (-3.41, 1.01, 2.69)
C (-3.82, 0.01, 3.55)
C (-2.93, -1.01, 3.88)
C (-1.67, -1.04, 3.35)
C (-1.28, -0.06, 2.44)
C (-0.04, -0.17, 1.73)
C (0.80, -1.36, 1.92)
C (1.86, -1.33, 2.88)
C (2.12, -0.25, 3.72)
C (3.14, -0.31, 4.62)
C (3.93, -1.48, 4.74)
C (3.74, -2.52, 3.86)
C (2.66, -2.50, 2.97)
C (2.42, -3.63, 2.17)
C (1.40, -3.64, 1.28)
C (0.58, -2.49, 1.18)
S (-0.84, -2.52, 0.08)
O (-0.34, -2.31, -1.33)
C (-1.31, -4.22, 0.22)
C (-0.90, -5.18, -0.70)
C (-1.41, -6.46, -0.52)
C (-2.22, -6.81, 0.57)
C (-2.65, -8.26, 0.67)
C (-2.56, -5.83, 1.49)
C (-2.11, -4.52, 1.31)
H (5.41, 5.93, 0.79)
H (5.75, 5.13, 2.36)
H (4.31, 6.17, 2.16)
H (3.41, 5.28, -0.51)
H (1.98, 3.47, -1.28)
H (3.51, 1.00, 1.92)
H (4.79, 2.92, 2.78)
H (-0.24, 2.67, -0.07)
H (-2.31, 2.93, 1.08)
H (-4.10, 1.84, 2.45)
H (-4.82, 0.04, 3.94)
H (-3.24, -1.73, 4.61)
H (-0.98, -1.82, 3.62)
H (1.51, 0.65, 3.65)
H (3.24, 0.50, 5.35)
H (4.67, -1.55, 5.50)
H (4.36, -3.38, 3.98)
H (3.08, -4.47, 2.28)
H (1.22, -4.53, 0.65)
H (-0.26, -4.91, -1.54)
H (-1.22, -7.20, -1.28)
H (-1.87, -8.94, 0.35)
H (-3.52, -8.46, 0.05)
H (-2.92, -8.47, 1.67)
H (-3.20, -6.15, 2.33)
H (-2.40, -3.72, 2.01)


Record 5
Molecular formula: C3H9NO2
Method: DFT, the ωB97M-V functional and the def2-TZVPD basis

Calculated values
ΔE to the lowest compared entry with this formula, charge and spin (kcal per mole): 42.2
SMILES: CNCC=O.O

Geometry (Å):
C (1.10, -1.57, 0.39)
N (-0.22, -1.01, 0.61)
C (-0.78, -0.55, -0.68)
C (-1.88, 0.40, -0.39)
O (-1.88, 1.55, -0.74)
H (1.48, -2.08, 1.28)
H (1.85, -0.83, 0.08)
H (1.03, -2.33, -0.38)
H (-0.10, -0.15, 1.15)
H (0.04, -0.10, -1.25)
H (-1.14, -1.43, -1.23)
H (-2.63, 0.04, 0.35)
O (1.28, 2.41, 0.14)
H (1.26, 2.82, 1.03)
H (0.58, 2.83, -0.37)


Record 6
Molecular formula: C4H3N3O2
Method: DFT, the ωB97M-V functional and the def2-TZVPD basis

Calculated values
ΔE to the lowest compared entry with this formula, charge and spin (kcal per mole): 108.4
SMILES: [H]/N=c1/nnccoc1=O

Geometry (Å):
H (-0.46, -1.95, 2.14)
N (-0.14, -1.95, 1.24)
C (-0.12, -0.91, 0.50)
N (0.55, -1.25, -0.82)
N (1.32, -0.45, -1.61)
C (1.45, 0.99, -1.20)
C (0.63, 1.60, -0.31)
O (-0.64, 1.43, 0.04)
C (-0.92, 0.20, 0.67)
O (-2.02, 0.11, 1.11)
H (2.41, 1.37, -1.45)
H (0.86, 2.62, 0.45)


Looking at frontier orbital gap for the records above, in order, we have 8.0; 10.4; 8.4; 7.4; 10.2; 8.6 eV.